DFT (ωB97M-V with the def2-TZVPD basis set) results for a molecular structure, C6H8O3 in a non-equilibrium geometry.

- total charge = 0
- energy relative to the best compared isomer or geometry (same formula, charge and spin) (kJ/mol) = 382.4
- LUMO energy (eV) = 0.9

CARTESIAN COORDINATES (ANGSTROEM)
C -2.186612 -1.070709 -0.078477
C 0.165183 -0.635563 -0.504539
C 0.961575 -0.375280 0.800620
C 1.280583 0.317804 -0.955507
C 0.888372 1.657645 -0.271322
C 0.624617 1.092384 1.079534
H -2.204333 -1.061701 0.995881
H -2.179938 -2.114185 -0.454469
H -3.139757 -0.577223 -0.394549
H 0.387849 -1.642423 -0.920952
H 1.032900 -1.160696 1.550471
H 1.632102 0.300708 -1.988879
H 0.293889 2.417504 -0.780129
H -0.206141 1.350337 1.746845
O -1.185347 -0.208785 -0.629574
O 2.143954 -0.265357 -0.023777
O 1.691106 1.975542 0.828823

Atomic forces in eV per Å
-0.87 0.75 -1.16
-0.46 -0.24 -0.11
0.10 -0.79 0.43
-0.35 1.16 -1.86
-1.16 -0.80 0.04
-0.88 0.13 -0.25
0.35 -0.10 0.68
0.30 0.56 0.06
0.66 -0.64 0.18
-0.52 0.38 0.33
0.03 0.39 0.32
0.07 0.21 0.14
0.26 -0.10 0.34
0.54 0.24 -0.29
0.84 -0.78 0.02
0.37 -0.88 0.60
0.72 0.49 0.52